The following is a DFT calculation (ωB97M-V with the def2-TZVPD basis set) of a 12-piece molecular cluster, C26H68Cl4O18 overall in a non-equilibrium geometry.

Geometry (Å):
Cl (1.3541, 1.7250, -3.9858)
Cl (3.8018, 1.4278, -2.4717)
Cl (4.1747, -0.7496, -0.0340)
Cl (4.2514, -3.6535, 0.4611)
O (2.0438, -2.3684, -5.6699)
O (0.0847, -2.6894, 4.6578)
O (-4.2256, -0.5944, 3.0097)
O (1.8707, -0.3565, 5.1701)
O (1.4557, -6.5528, 1.6017)
O (-2.1051, -3.4875, -1.4911)
O (-0.5025, -1.8512, -4.6446)
O (-2.1999, 1.2129, 4.0466)
O (-0.1295, 2.7196, 5.2551)
O (-2.9768, -0.2646, -4.2954)
O (-2.5800, -2.0220, 1.0297)
O (-0.9683, -5.7908, -0.3753)
O (-2.4797, 2.1928, -2.5967)
O (1.1125, 3.9865, 0.5042)
O (-3.5943, 4.2600, -3.7086)
O (0.3062, -1.3004, 0.2437)
O (1.2935, -3.2635, -2.8615)
O (0.5352, 5.5569, 4.6371)
C (-3.5429, -2.1125, -0.0619)
C (0.9183, -2.5265, 5.8076)
C (-2.9338, 4.5776, -2.4601)
C (-3.3780, -3.3981, -0.8203)
C (-0.8713, -0.7504, -5.4256)
C (2.1754, -1.7797, 5.4725)
C (0.0523, 4.5832, 3.7363)
C (0.1345, 0.8740, -0.5934)
C (0.3836, -0.3920, 1.3701)
C (-1.9467, 3.4946, -2.1931)
C (-2.9935, 0.3181, 4.8246)
C (1.7372, 5.6700, -1.0318)
C (-0.3588, -5.1258, 0.7684)
C (2.7764, -3.2015, -4.7729)
C (2.5136, -2.7557, -3.3561)
C (-2.3681, -0.5982, -5.5527)
C (0.5146, 3.1850, 4.0798)
C (3.0821, 1.4479, -4.1124)
C (0.7630, 5.2956, 0.1074)
C (3.5410, -2.1103, 0.9000)
C (-3.3037, -0.9354, 4.0308)
C (2.9505, 4.7626, -0.8514)
C (1.0851, -5.3681, 0.8830)
C (0.4835, -0.5701, -0.9393)
C (2.5081, 3.7170, 0.2048)
C (0.7061, 0.9656, 0.8092)
H (-1.0515, 4.5611, 3.7086)
H (-0.7075, -3.0842, 5.0416)
H (3.1842, 4.2111, -1.7668)
H (-2.6116, 1.2261, 3.1697)
H (2.4483, -4.2370, -4.8744)
H (-0.9519, 0.9932, -0.5462)
H (2.8363, -1.7622, 6.3340)
H (-2.6381, 0.6094, -4.0393)
H (1.5957, -5.3116, -0.0843)
H (-2.3991, -1.3567, 3.5992)
H (1.2197, -3.5323, 6.1472)
H (-0.0662, -1.0132, -1.7633)
H (-0.5402, -4.0379, 0.7067)
H (-0.6169, -0.3158, 1.8123)
H (-4.5305, -2.0766, 0.4009)
H (2.0329, 6.7257, -0.9826)
H (2.4826, -1.6568, -3.3872)
H (0.3904, 4.8695, 2.7414)
H (-0.2979, 0.1185, -5.0990)
H (-3.8195, -1.6279, 4.7175)
H (-3.9721, 0.7360, 5.1171)
H (-2.6156, 0.1424, -6.3106)
H (-0.8844, -5.2944, 1.7355)
H (0.9603, -7.2941, 1.2309)
H (2.5363, 2.7077, -0.2115)
H (1.5332, -4.5318, 1.4406)
H (0.7690, 6.0027, 0.9484)
H (3.6755, -1.9697, 1.9622)
H (-2.7364, -1.5979, -5.8096)
H (3.8519, -3.1503, -4.9739)
H (1.6137, 3.1798, 4.1686)
H (-4.3300, 4.8748, -3.7888)
H (-1.3891, -5.0899, -0.9062)
H (1.5598, -0.5960, -1.1797)
H (-2.1648, -2.9558, -2.2988)
H (0.1905, 5.3215, 5.5098)
H (-1.6898, -2.1519, 0.6254)
H (1.0931, -0.7066, 2.1375)
H (-0.9596, 3.6881, -2.6479)
H (-3.2273, 2.3972, -3.1951)
H (0.5520, -2.6708, -3.0535)
H (-1.7135, 3.4217, -1.1217)
H (0.2844, 2.5524, 3.2103)
H (-0.4276, 1.8306, 5.0381)
H (2.4772, -2.1558, 0.6858)
H (-3.8978, -1.1067, 2.2591)
H (3.3070, -3.1181, -2.7127)
H (-2.4863, 5.5775, -2.4850)
H (0.5714, 1.6385, -1.2278)
H (3.3128, 0.5552, -4.6729)
H (2.6900, -2.1513, 4.5772)
H (1.7323, 1.3229, 0.8781)
H (3.5491, 2.3138, -4.5622)
H (-3.6750, 4.5847, -1.6455)
H (1.2563, 5.6078, -2.0099)
H (0.4157, -2.0601, -4.8984)
H (-4.1813, -3.4861, -1.5706)
H (-0.2719, 5.2629, -0.2518)
H (1.3108, -0.3707, 4.3819)
H (-2.5420, 0.0274, 5.7756)
H (3.1328, 3.7871, 1.1049)
H (-0.4761, -0.9403, -6.4458)
H (3.8938, 5.2210, -0.5644)
H (-3.3955, -1.2333, -0.7014)
H (2.5974, -2.2965, -6.4537)
H (-3.4792, -4.2760, -0.1777)
H (0.1418, 1.7359, 1.3442)
H (0.3971, -1.9916, 6.6039)

Cartesian forces, eV/Å:
-0.1098 -0.0512 -0.1953
-0.0055 -0.3834 -0.3643
0.1987 -0.0678 0.2063
0.2556 -0.1395 -0.1345
0.5258 0.0821 -0.3570
-0.0786 0.2521 0.5572
0.4243 -0.1344 -0.5673
0.1952 -1.2719 0.2959
-0.2737 0.0697 -0.2828
-0.5210 0.3407 0.2417
0.1135 -0.6286 0.7946
-0.2147 -0.2506 0.3800
0.4805 0.0507 -0.1860
0.1414 0.2485 -0.4097
-0.0400 -0.2850 -0.9148
0.1987 0.4228 1.1408
0.0816 1.1188 -0.0303
0.6780 -0.3098 0.0330
0.2963 0.5377 0.5036
-0.2938 -0.6258 1.3081
-0.1911 -0.1689 0.2710
-0.1655 0.1058 0.4001
1.0189 0.2007 0.8779
0.5982 -0.7742 -0.1494
-1.1385 0.2750 0.0221
-0.3453 -0.2809 -0.9514
0.9199 0.1358 -1.5654
-0.5566 2.0608 -0.9879
-0.4375 -0.2482 -0.1044
0.0457 -0.2472 0.0269
-0.4387 0.2173 0.0388
0.9118 -1.4789 0.1857
-0.6985 -0.5365 -0.2373
0.0152 1.2327 0.2532
-2.0152 1.0313 -0.3540
0.2461 -0.4260 0.4604
-0.5492 0.3220 -0.3276
0.2988 -0.3596 1.3006
0.2936 0.0889 -0.6876
0.4835 0.8864 0.6411
-0.0061 0.1447 -0.5918
-0.7427 -0.0916 -0.0201
-0.6753 0.2601 1.0081
-0.0657 -1.2873 -0.2394
1.6139 0.1760 0.5113
1.1643 0.9618 -0.7452
-0.4965 0.5821 -0.2324
-0.7471 1.1894 0.4941
0.1715 0.1251 0.0819
-0.1574 0.0079 -0.5914
-0.1233 0.1910 -0.0481
0.0242 0.0207 0.1835
0.0300 -0.0878 -0.0737
0.0416 0.0859 -0.1605
0.1055 -0.0190 -0.0413
0.0104 -0.3754 0.1650
-0.3069 -0.2697 -0.1721
0.1285 -0.2150 0.1057
-0.1036 0.2435 0.2188
-0.2991 -0.0655 0.0550
0.3890 -0.1948 -0.5688
0.1341 -0.3977 0.1390
-0.0288 0.0350 -0.0991
-0.0763 -0.1400 0.2411
0.2955 -0.0382 0.3568
0.1729 -0.1095 0.0826
-0.6330 0.4013 0.2021
0.4428 -0.1788 -0.1224
0.2719 0.3247 -0.2742
-0.0381 -0.0380 -0.2153
0.2289 -0.8427 -0.5411
0.0938 0.1329 -0.0355
0.1651 0.1526 0.2031
-0.1830 -0.2940 0.1900
0.3407 -0.0961 -0.0626
0.3266 0.2715 0.0880
-0.2263 0.3357 -0.1579
-0.0775 0.0971 -0.0954
-0.2002 -0.0120 0.2744
-0.0410 -0.1190 -0.1648
0.3615 -0.2805 0.0829
-0.1594 -0.0554 -0.3135
0.1810 -0.1398 0.1052
0.1378 0.0733 -0.1366
-0.5184 0.3049 0.3563
0.0404 -0.4547 -0.1927
-0.4385 -0.2130 -0.3926
0.3964 0.0363 0.3527
0.2434 -0.0699 -0.0394
-0.2717 0.0868 -0.1387
-0.1124 -0.0019 0.2543
-0.3041 0.0980 0.2345
-0.0361 -0.0735 -0.0920
-0.1862 0.1972 -0.2615
0.1445 0.0775 0.2398
0.1768 -0.2080 -0.1172
-0.0898 -0.1168 -0.3407
-0.1193 -0.3334 0.1890
-0.0612 -0.4659 0.3839
0.1517 -0.6754 -0.2242
-0.1745 0.0125 -0.3429
0.0083 -0.0282 -0.2466
0.0722 -0.5321 0.0428
-0.4432 -0.0398 -0.1902
0.1172 0.1061 0.1742
0.0784 -0.0193 0.0433
0.0292 -0.0063 0.1767
0.6862 0.3506 -0.2511
-0.2913 -0.1173 -0.0105
-0.3247 0.1504 0.0644
-0.2382 0.4612 0.1707
-0.2263 -0.1770 -0.1402
-0.4605 0.1489 -0.1749
0.2683 0.1814 0.1358
0.1167 -0.1434 0.0708
-0.0254 -0.0123 0.0483

Properties
- DFT total energy: -4226.340645 hartree
- Largest force on an atom: 2.4 eV/A
- HOMO-LUMO gap: 9.46 eV
- SMILES string: C1CCOC1.C1CCOC1.ClCCl.ClCCl.OCCO.OCCO.OCCO.OCCO.OCCO.OCCO.OCCO.OCCO
- E_LUMO: 0.049 eV

Results of the Mulliken charge analysis, in e, for atoms 1 through 8: number 1, Cl, carries -0.04; number 2, Cl, carries -0.13; number 3, Cl, carries -0.12; number 4, Cl, carries -0.15; number 5, O, carries -0.59; number 6, O, carries -0.36; number 7, O, carries -0.65; number 8, O, carries -0.52

The following is a DFT calculation (ωB97M-V with the def2-TZVPD basis set) of C11H17F5IN9O3SbSe4TcTe as an isolated structure in a non-equilibrium geometry.

Geometry (Å):
I (5.1642, -2.8842, -3.9233)
Te (-2.4093, -2.1387, -4.4654)
Sb (0.6558, -4.1962, 3.2031)
Tc (-0.6512, -2.5368, -1.6381)
Se (0.7540, -2.4679, 4.6224)
Se (0.5933, -3.4720, 0.2790)
Se (-1.5099, -4.7295, -1.6472)
Se (-0.5684, -5.5016, 0.2780)
F (-1.3822, -1.3464, -5.7976)
F (-3.7650, -3.1416, -3.6600)
F (-1.5872, -0.6690, -3.4873)
F (-2.7094, -3.3235, -5.8488)
F (-3.7341, -0.9054, -4.7303)
O (1.4292, 0.4492, -0.6116)
O (-1.0580, -3.0935, -3.6077)
O (-0.3790, -0.8522, -0.7209)
N (3.2582, 4.5983, 2.4902)
N (-3.7116, -0.2968, 0.0541)
N (-0.5257, -0.8610, 2.0528)
N (1.0561, 4.0135, 2.1734)
N (-2.6288, -1.9802, -1.3215)
N (1.1993, -2.2820, -2.5617)
N (-4.4017, -0.5034, 2.4199)
N (1.9009, 4.2265, 4.3119)
N (1.2395, -1.4295, -3.6042)
C (-0.3345, 3.7680, 2.5709)
C (-3.1142, -1.1382, -0.6411)
C (3.2215, -2.3632, -3.5217)
C (-0.6873, 2.2909, 2.7077)
C (0.1667, 0.2342, 1.3867)
C (-0.6195, 1.5640, 1.3567)
C (0.5040, -0.0888, -0.0622)
C (-4.1148, -0.4574, 1.3019)
C (2.4039, -2.8642, -2.5124)
C (2.4348, -1.4437, -4.1941)
C (2.0625, 4.2796, 2.9914)
H (1.1335, 0.3861, 1.8729)
H (-1.2194, -1.2411, 1.4217)
H (-0.5489, 4.3328, 3.4794)
H (3.3791, 4.7657, 1.5064)
H (2.6259, -3.6139, -1.7733)
H (2.6293, 4.5263, 4.9359)
H (0.4163, -0.8874, -3.8406)
H (-1.0592, -0.5153, 2.8415)
H (-0.0398, 1.8032, 3.4438)
H (1.0283, 3.9408, 4.7203)
H (2.6506, -0.8098, -5.0381)
H (1.2585, 4.0331, 1.1866)
H (-0.1801, 2.2181, 0.5983)
H (4.0438, 4.7916, 3.0869)
H (-0.9514, 4.2196, 1.7936)
H (-1.6187, 1.3394, 1.0050)
H (-1.7000, 2.2536, 3.1163)

Cartesian forces, eV/Å:
0.0530 -0.0185 -0.0130
0.5268 -0.0783 -0.8258
0.0067 -0.0955 -0.0034
-0.3634 -0.1773 0.0753
0.0620 0.0787 0.2475
-0.0761 -0.3776 -0.2177
0.0564 -0.0523 -0.0224
0.0516 0.1720 -0.1629
0.1476 0.0156 0.2087
0.3967 0.4324 0.4873
-0.4659 -0.2792 0.3996
-0.0924 0.0355 0.2545
-0.0508 -0.1176 -0.2138
0.0049 -0.1536 -0.0301
-0.4090 0.1621 -0.0929
-0.3066 0.2362 0.4487
-0.0310 -0.0124 0.0172
0.3074 0.2105 -0.6427
-0.0863 0.0000 -0.1132
-0.0513 -0.0091 -0.1008
0.7893 -0.1170 -0.3191
0.1150 -0.0103 -0.1912
0.0491 -0.0281 -0.0838
-0.0174 -0.0579 0.0336
-0.0082 -0.0761 0.1235
-0.0633 0.0742 -0.0260
-0.6453 -0.1190 0.7655
-0.1388 0.0212 0.0688
-0.1367 0.0327 0.0388
-0.1354 0.1179 -0.1142
0.2358 -0.0924 0.0235
0.2126 0.0169 -0.3979
0.1227 -0.0079 0.3804
0.0166 0.0955 0.0160
0.0196 0.0434 -0.0123
0.1031 0.0601 0.0689
-0.0014 0.1056 0.0142
-0.1841 0.0056 -0.1367
0.0230 -0.0257 -0.0003
0.0075 0.0091 -0.0252
0.0070 -0.0137 -0.0227
0.0261 0.0238 0.0235
0.0403 0.0239 -0.0371
-0.0197 0.0690 0.1465
0.0819 0.0815 0.0033
0.0240 0.0221 -0.0110
-0.0012 -0.0145 -0.0043
-0.0045 -0.0241 -0.0099
0.1080 -0.0616 0.0399
0.0004 -0.0075 0.0253
-0.0339 -0.0069 0.0408
-0.3134 -0.0337 -0.1217
0.0409 -0.0781 0.0007

Properties
- DFT total energy: -12139.150481 hartree
- Largest force on an atom: 1.0 eV/A
- HOMO-LUMO gap: 5.10 eV
- Total charge: +2
- E_LUMO: -8.288 eV

Results of the Mulliken charge analysis, in e, for atoms 1 through 8: number 1, I, carries 0.19; number 2, Te, carries 2.03; number 3, Sb, carries 0.73; number 4, Tc, carries 0.57; number 5, Se, carries -0.13; number 6, Se, carries 0.30; number 7, Se, carries 0.28; number 8, Se, carries -0.09

Which of these has the highest largest force on an atom?
C26H68Cl4O18